Version 1
Entry from the OMol25 dataset: a single C3H5N3S2 molecule (ωB97M-V with the def2-TZVPD basis set).

Element x y z (Å)
C  -0.04  1.34  1.63
C  -0.23  -0.17  -1.95
C  0.41  -0.86  0.72
H  -0.28  0.80  2.52
H  -0.75  2.12  1.20
H  0.94  1.98  1.65
H  -0.80  -2.16  -1.83
H  0.75  -1.21  1.72
N  0.17  0.39  0.45
N  -0.35  -1.34  -1.29
N  0.31  -1.80  -0.16
S  0.51  1.06  -1.07
S  -0.64  -0.15  -3.60

Summary:
- SMILES string: CN1C=NNC(=S)S1
- Net charge: 0
- Highest occupied orbital energy: -8.3 eV
- Spin multiplicity: 1
- Lowest unoccupied orbital energy: 0.09 eV

***

Version 2
Entry from the OMol25 dataset: a single C3H5N3S2 molecule (ωB97M-V with the def2-TZVPD basis set).

Element x y z (Å)
S  -1.29  1.39  -3.24
N  -1.64  1.08  -0.53
S  -0.63  -0.94  2.60
C  -0.83  1.24  -1.63
C  -0.87  0.91  0.53
N  0.51  1.20  -1.21
N  0.44  0.81  0.15
C  -1.35  0.65  1.95
H  -0.47  -1.54  1.39
H  1.18  0.75  -1.87
H  1.11  1.12  0.85
H  -1.02  1.47  2.61
H  -2.46  0.59  1.93

Summary:
- SMILES string: S=c1nc(CS)[nH][nH]1
- Net charge: 0
- Highest occupied orbital energy: -8.3 eV
- Spin multiplicity: 1
- Lowest unoccupied orbital energy: -0.02 eV

***

Version 3
Entry from the OMol25 dataset: a single C3H5N3S2 molecule (ωB97M-V with the def2-TZVPD basis set).

Element x y z (Å)
C  0.95  -0.34  -1.70
C  0.42  0.73  1.62
C  -1.17  -0.41  -0.51
H  1.95  0.07  -1.43
H  0.46  0.15  -2.58
H  1.07  -1.42  -1.90
H  1.03  1.32  2.32
H  -0.96  0.19  3.03
N  0.16  -0.15  -0.46
N  0.86  0.67  0.42
N  -0.71  0.04  2.06
S  -2.09  0.13  0.92
S  -1.97  -0.99  -1.80

Summary:
- SMILES string: CN1N=CNSC1=S
- Net charge: 0
- Highest occupied orbital energy: -8.7 eV
- Spin multiplicity: 1
- Lowest unoccupied orbital energy: -0.03 eV

***

Need the numbers? Relative energies in hartree: version 1 0.0530; version 2 0.0000; version 3 0.0235.

***

Version 1
Entry from the OMol25 dataset: a molecular structure, C58H58N4OP2Re (ωB97M-V with the def2-TZVPD basis set).

Element x y z (Å)
Re  -0.74  0.38  -0.52
C  0.57  -0.83  6.54
C  1.58  -0.95  5.39
C  2.77  -0.01  5.66
C  2.08  -2.41  5.32
C  0.96  -0.63  4.05
C  -0.41  -0.48  3.86
C  -0.91  -0.18  2.61
N  -0.14  -0.01  1.52
C  1.19  -0.21  1.67
C  1.74  -0.51  2.90
C  2.01  -0.07  0.45
C  3.37  -0.27  0.43
C  4.13  -0.08  -0.72
C  3.43  0.38  -1.85
C  2.08  0.56  -1.79
N  1.34  0.30  -0.68
C  5.63  -0.30  -0.77
C  6.18  -0.80  0.57
C  5.92  -1.34  -1.86
C  6.30  1.04  -1.13
H  1.08  -1.00  7.48
H  -0.23  -1.57  6.46
H  0.13  0.17  6.58
H  3.20  -0.24  6.63
H  2.45  1.03  5.68
H  3.57  -0.12  4.92
H  2.54  -2.68  6.27
H  2.84  -2.54  4.54
H  1.26  -3.10  5.14
H  -1.11  -0.57  4.68
H  -1.97  -0.09  2.48
H  2.81  -0.64  2.99
H  3.86  -0.59  1.34
H  3.95  0.61  -2.77
H  1.55  0.95  -2.65
H  5.75  -1.76  0.86
H  6.03  -0.07  1.37
H  7.26  -0.94  0.47
H  5.43  -2.30  -1.64
H  6.99  -1.52  -1.91
H  5.60  -1.00  -2.85
H  6.10  1.80  -0.37
H  5.98  1.41  -2.10
H  7.38  0.89  -1.18
O  -2.90  0.45  0.34
C  -3.78  -0.66  0.30
C  -5.15  -0.52  0.37
C  -5.93  -1.67  0.37
C  -5.36  -2.93  0.29
C  -3.99  -3.04  0.12
C  -3.19  -1.90  0.12
P  -1.60  -1.89  -0.69
C  -0.34  -2.86  0.15
C  -0.60  -3.39  1.41
C  0.39  -4.11  2.07
C  1.64  -4.28  1.48
C  1.90  -3.74  0.22
C  0.91  -3.04  -0.45
C  -1.98  -2.60  -2.28
C  -1.50  -3.86  -2.65
C  -1.93  -4.43  -3.84
C  -2.85  -3.76  -4.65
C  -3.34  -2.51  -4.27
C  -2.91  -1.93  -3.09
C  -3.18  1.45  1.33
C  -4.05  1.30  2.40
C  -4.17  2.35  3.30
C  -3.45  3.53  3.16
C  -2.58  3.67  2.09
C  -2.44  2.62  1.19
P  -1.47  2.63  -0.29
C  0.18  3.21  -0.07
C  0.77  3.23  1.20
C  2.09  3.63  1.33
C  2.81  4.00  0.20
C  2.23  3.98  -1.07
C  0.92  3.58  -1.21
C  -2.41  3.53  -1.51
C  -3.60  2.97  -1.99
C  -4.40  3.71  -2.85
C  -4.03  5.00  -3.21
C  -2.86  5.56  -2.72
C  -2.04  4.83  -1.87
H  -5.61  0.46  0.43
H  -7.01  -1.57  0.44
H  -5.98  -3.82  0.31
H  -3.54  -4.01  -0.06
H  -1.58  -3.28  1.87
H  0.18  -4.56  3.03
H  2.40  -4.86  1.98
H  2.86  -3.91  -0.26
H  1.12  -2.66  -1.44
H  -0.81  -4.40  -2.01
H  -1.57  -5.41  -4.13
H  -3.19  -4.22  -5.56
H  -4.06  -2.00  -4.89
H  -3.30  -0.96  -2.79
H  -4.61  0.39  2.57
H  -4.85  2.24  4.14
H  -3.57  4.33  3.87
H  -2.01  4.58  1.96
H  0.20  2.95  2.08
H  2.55  3.68  2.31
H  3.84  4.34  0.31
H  2.80  4.29  -1.93
H  0.46  3.56  -2.19
H  -3.89  1.97  -1.71
H  -5.32  3.29  -3.23
H  -4.66  5.57  -3.88
H  -2.58  6.57  -2.99
H  -1.14  5.28  -1.47
C  0.19  -1.03  -5.82
N  -0.27  -0.17  -4.72
C  -0.83  1.08  -4.85
C  -1.11  1.51  -3.59
N  -0.74  0.53  -2.69
C  -0.23  -0.47  -3.43
H  -0.23  -0.67  -6.75
H  -0.16  -2.05  -5.65
H  1.27  -1.02  -5.88
H  -0.99  1.54  -5.81
H  -1.55  2.44  -3.30
H  0.19  -1.38  -3.05

Summary:
- <S²>: 0.765
- Net charge: +4
- Highest occupied orbital energy (alpha / beta): -18.5 / -18.5 eV
- Spin multiplicity: 2
- Lowest unoccupied orbital energy (alpha / beta): -12.43 / -12.16 eV

***

Version 2
Entry from the OMol25 dataset: a molecular structure, C58H58N4OP2Re (ωB97M-V with the def2-TZVPD basis set).

Element x y z (Å)
Re  -0.51  -0.24  -0.80
C  6.67  -0.72  -1.43
C  5.90  -0.72  -0.12
C  6.20  -2.02  0.65
C  6.33  0.49  0.73
C  4.40  -0.62  -0.34
C  3.82  -0.54  -1.61
C  2.46  -0.42  -1.75
N  1.62  -0.35  -0.70
C  2.16  -0.47  0.54
C  3.51  -0.60  0.74
C  1.17  -0.38  1.62
C  1.48  -0.46  2.95
C  0.50  -0.30  3.94
C  -0.80  -0.03  3.49
C  -1.07  0.02  2.14
N  -0.12  -0.18  1.20
C  0.87  -0.37  5.41
C  -0.37  -0.41  6.31
C  1.73  -1.61  5.67
C  1.67  0.91  5.73
H  7.74  -0.78  -1.22
H  6.51  0.20  -2.01
H  6.41  -1.57  -2.06
H  7.28  -2.09  0.82
H  5.89  -2.90  0.09
H  5.72  -2.04  1.63
H  7.41  0.46  0.87
H  5.88  0.49  1.72
H  6.09  1.43  0.22
H  4.43  -0.58  -2.50
H  2.01  -0.35  -2.73
H  3.90  -0.68  1.74
H  2.50  -0.64  3.25
H  -1.61  0.14  4.19
H  -2.07  0.20  1.79
H  -1.01  -1.27  6.07
H  -0.96  0.50  6.25
H  -0.05  -0.52  7.34
H  1.22  -2.53  5.38
H  1.95  -1.67  6.74
H  2.69  -1.57  5.15
H  1.09  1.81  5.52
H  2.60  0.96  5.15
H  1.94  0.91  6.78
O  -3.00  2.22  -1.43
C  -4.22  1.70  -1.71
C  -5.23  2.40  -2.40
C  -6.46  1.81  -2.53
C  -6.68  0.54  -1.98
C  -5.63  -0.19  -1.40
C  -4.37  0.36  -1.30
P  -2.96  -0.79  -0.92
C  -3.56  -1.71  0.52
C  -4.32  -1.06  1.50
C  -4.72  -1.73  2.64
C  -4.38  -3.07  2.81
C  -3.63  -3.72  1.85
C  -3.21  -3.05  0.71
C  -3.12  -1.79  -2.41
C  -3.83  -2.99  -2.52
C  -3.96  -3.59  -3.77
C  -3.42  -3.00  -4.90
C  -2.73  -1.80  -4.80
C  -2.58  -1.20  -3.56
C  -2.60  3.49  -1.26
C  -3.47  4.60  -1.21
C  -2.91  5.86  -1.10
C  -1.53  6.01  -1.00
C  -0.69  4.89  -0.97
C  -1.21  3.61  -1.08
P  -0.01  2.21  -1.01
C  0.82  2.31  -2.61
C  0.28  1.52  -3.63
C  0.79  1.57  -4.92
C  1.84  2.44  -5.20
C  2.37  3.24  -4.20
C  1.86  3.19  -2.91
C  1.07  2.73  0.33
C  0.50  3.19  1.52
C  1.31  3.53  2.60
C  2.69  3.42  2.49
C  3.26  2.97  1.31
C  2.46  2.61  0.23
H  -5.03  3.34  -2.88
H  -7.25  2.32  -3.06
H  -7.66  0.08  -2.06
H  -5.81  -1.20  -1.07
H  -4.62  -0.02  1.36
H  -5.33  -1.22  3.38
H  -4.72  -3.60  3.69
H  -3.38  -4.77  1.98
H  -2.65  -3.58  -0.05
H  -4.28  -3.45  -1.65
H  -4.51  -4.52  -3.85
H  -3.54  -3.47  -5.87
H  -2.32  -1.33  -5.69
H  -2.07  -0.24  -3.49
H  -4.54  4.50  -1.21
H  -3.56  6.72  -1.06
H  -1.10  7.00  -0.92
H  0.37  5.03  -0.83
H  -0.56  0.87  -3.42
H  0.37  0.96  -5.70
H  2.24  2.49  -6.21
H  3.18  3.93  -4.43
H  2.29  3.84  -2.15
H  -0.58  3.30  1.62
H  0.86  3.90  3.51
H  3.32  3.71  3.32
H  4.34  2.90  1.22
H  2.92  2.26  -0.68
C  0.68  -5.64  0.10
N  0.36  -4.40  -0.64
C  0.24  -4.28  -2.01
C  -0.11  -3.00  -2.26
N  -0.21  -2.33  -1.05
C  0.11  -3.21  -0.10
H  0.92  -6.41  -0.63
H  -0.17  -5.96  0.69
H  1.55  -5.47  0.73
H  0.41  -5.11  -2.68
H  -0.31  -2.53  -3.21
H  0.14  -3.02  0.96

Summary:
- <S²>: 0.783
- Net charge: +4
- Highest occupied orbital energy (alpha / beta): -18.3 / -18.3 eV
- Spin multiplicity: 2
- Lowest unoccupied orbital energy (alpha / beta): -12.12 / -13.41 eV

***

Need the numbers? Relative energies in hartree: version 1 0.0000; version 2 0.0777.

***

Version 1
Entry from the OMol25 dataset: a gas-phase ion, C4H8ClN2 (charge +1) (ωB97M-V with the def2-TZVPD basis set).

Element x y z (Å)
C  0.62  -0.47  1.25
C  1.43  0.19  -0.20
C  0.13  -0.38  -0.84
C  -0.76  0.63  -1.53
N  -0.37  -0.82  0.47
N  0.91  -0.58  2.50
Cl  2.94  -0.57  -0.58
H  1.50  1.27  -0.14
H  0.33  -1.24  -1.49
H  -1.05  1.43  -0.85
H  -1.65  0.15  -1.92
H  -0.22  1.07  -2.37
H  -1.24  -1.30  0.68
H  1.80  -0.24  2.85
H  0.29  -1.02  3.17

Summary:
- SMILES string: C[C@@H]1NC(=[NH2+])[C@H]1Cl
- Net charge: +1
- Highest occupied orbital energy: -15.0 eV
- Spin multiplicity: 1
- Lowest unoccupied orbital energy: -3.12 eV

***

Version 2
Entry from the OMol25 dataset: 2 unconnected molecules or ions with the total composition C4H8ClN2 (ωB97M-V with the def2-TZVPD basis set).

Element x y z (Å)
C  0.53  -0.75  0.39
C  1.55  0.03  0.13
C  -1.79  0.38  0.09
C  2.92  -0.55  -0.03
N  -2.76  0.15  0.98
N  -1.93  1.34  -0.82
Cl  1.49  1.78  0.09
H  0.01  -1.67  0.56
H  2.97  -1.13  -0.83
H  3.50  0.32  -0.28
H  3.38  -1.07  0.75
H  -2.91  -0.84  1.20
H  -3.53  0.84  0.72
H  -1.05  1.62  -1.40
H  -2.79  1.80  -0.96

Summary:
- Net charge: +1
- Highest occupied orbital energy (alpha / beta): -14.0 / -14.0 eV
- Spin multiplicity: 1
- Lowest unoccupied orbital energy (alpha / beta): -5.56 / -5.56 eV

***

Need the numbers? Relative energies in hartree: version 1 0.0000; version 2 0.1537.